# 1
Here is a structure of composition C52H116N4O7 from the Open Molecules 2025 dataset. Energies are from ωB97M-V/def2-TZVPD.

Element x y z (Å)
O  0.5779  1.6149  0.0640
O  4.7043  -1.6033  -1.4741
O  2.7885  2.1250  0.9965
O  1.4120  2.1017  3.7582
O  -1.2894  -1.4950  4.4233
O  3.0788  3.4886  -2.2391
O  3.6695  -2.2473  4.0543
N  -2.1664  4.2343  0.1345
N  -2.9428  -3.9495  0.9802
N  1.3576  -1.6636  -4.3874
N  -3.7003  0.8217  -2.4980
C  4.6477  2.0898  2.3325
C  -4.5392  0.3727  -1.3726
C  3.9007  -1.0001  -0.4021
C  5.1283  2.0114  0.9118
C  2.5486  -2.0765  -2.3205
C  -3.4303  -1.8330  -0.2185
C  -5.7829  -0.3781  -1.8386
C  0.7202  1.5112  4.8335
C  -3.0304  3.0167  0.0097
C  -2.6336  -5.4027  -0.9761
C  2.3392  1.2845  -2.5321
C  0.1876  4.7706  0.6777
C  -2.0554  -4.4046  -0.0563
C  3.0189  -1.1187  4.5704
C  1.3343  -3.2843  -6.3564
C  3.8666  1.8442  0.1117
C  1.8296  3.3778  -1.5334
C  -2.6118  -0.1215  -4.5174
C  6.0902  -1.5655  -1.3020
C  3.2435  2.7422  2.1990
C  -4.0146  -3.0918  0.4256
C  -0.3390  0.7316  4.1439
C  -2.8433  1.8786  -2.0121
C  -3.3946  -4.9451  1.9669
C  0.5556  -2.3657  -5.4120
C  -0.9878  -2.2059  2.2380
C  -0.7582  1.1204  -0.1224
C  -0.5990  -1.0828  -2.9081
C  -0.5553  -0.4503  -0.1039
C  2.6428  -1.5121  2.1814
C  -0.4085  -2.2755  3.6164
C  5.0380  -0.4369  0.4222
C  -0.9217  3.7203  0.6904
C  -3.6345  -4.3287  3.3042
C  -2.8863  -0.2766  -3.0134
C  -2.0846  -1.1258  2.4037
C  1.0023  1.8116  2.4013
C  -3.6442  3.1871  -2.2456
C  -0.4771  1.2538  2.7467
C  1.5518  0.6077  -0.0444
C  -2.5282  -1.2688  3.8640
C  3.7632  -2.3692  2.6461
C  6.1970  -1.3851  0.1802
C  3.5435  2.2233  -2.7622
C  0.7633  -0.5390  0.5598
C  -3.9670  5.8910  0.4464
C  -3.4393  2.2987  1.3115
C  1.8640  -2.6759  -3.4495
C  -2.7045  5.2961  1.0554
C  0.5667  -0.6106  -3.7895
C  1.1692  2.2452  -2.2999
C  2.6786  -0.4085  3.2629
H  -4.1745  -5.6486  1.6755
H  0.4357  1.5925  -1.8264
H  2.5574  0.5001  -1.8075
H  -4.0710  -0.9514  -0.2393
H  0.6386  -1.9899  3.7175
H  0.7486  -0.5105  1.6493
H  -3.3781  -1.2372  -2.8606
H  -0.9231  -0.2862  -2.2384
H  -4.0315  6.8555  0.9501
H  -2.6183  2.3783  -0.7719
H  -2.7600  4.9548  2.0891
H  1.3424  -1.4236  0.2947
H  -1.9584  2.0911  -2.6119
H  4.4558  1.0792  2.6928
H  1.6932  -4.1518  -5.8026
H  -1.2707  1.9932  2.6382
H  0.0760  -0.2753  4.1003
H  -2.4263  1.6743  -1.0260
H  0.7266  2.5371  -3.2523
H  -1.8280  -5.7646  -1.6149
H  -0.4364  -0.6783  -1.1631
H  -5.4001  -1.1594  -2.4953
H  2.2446  -2.7325  -6.5911
H  -3.8382  6.0478  -0.6245
H  3.6677  0.8466  -0.2800
H  -6.5674  0.2412  -2.2734
H  -1.2949  0.6477  4.6610
H  -2.9311  -0.3739  4.3383
H  1.2211  -0.0246  -3.1442
H  1.7511  0.1282  3.4623
H  3.1928  -0.2359  -0.7230
H  -3.9332  -0.2979  -0.7633
H  1.1472  4.2648  0.7838
H  -1.9177  -0.3672  -2.5216
H  0.0408  5.6174  1.3482
H  0.0432  -1.6735  -6.0802
H  4.8287  -0.2409  1.4738
H  1.0662  -3.3618  -3.1649
H  7.1604  -0.9981  0.5120
H  -3.9883  3.3112  -0.4191
H  -4.4780  -3.5914  -0.4252
H  -2.6087  -1.5165  0.4242
H  -4.1133  1.4761  1.0724
H  -3.4403  -5.1136  -1.6496
H  6.0093  -2.2977  0.7459
H  -1.4785  -0.9252  0.2280
H  2.7162  -1.2002  1.1395
H  -4.4282  3.3467  -1.5053
H  1.7342  -2.1087  2.2623
H  3.0363  -1.1441  -2.6048
H  -4.8617  5.3245  0.7047
H  -2.2041  -1.0469  -4.9243
H  -0.7736  0.5159  2.0013
H  5.2647  0.5819  0.1078
H  3.4057  -1.7554  0.2083
H  -1.9240  6.0566  1.0790
H  6.5441  -0.6812  -1.7494
H  -0.6638  2.8716  0.0568
H  -2.9849  4.0494  -2.1472
H  -2.6960  -4.2949  3.8576
H  -3.9080  3.1811  -3.3032
H  1.6193  0.4858  -1.1255
H  3.2848  0.4876  3.1308
H  -0.4053  -3.3121  3.9534
H  -0.2344  -2.9995  -5.0093
H  -1.8012  0.6044  -4.5817
H  3.7092  -0.4468  5.0806
H  0.8743  -3.5792  -7.2996
H  0.2258  2.3068  5.3909
H  3.2667  -2.7172  -1.8087
H  -4.7345  -2.9483  1.2313
H  -3.3741  0.1702  -5.2398
H  4.7009  -1.9074  2.3370
H  -3.2354  -2.0686  4.0838
H  -4.3896  -4.8958  3.8486
H  5.3480  2.5996  2.9942
H  2.5084  0.9195  0.3749
H  1.8714  3.1018  -0.4797
H  -1.1562  1.6166  -1.0076
H  6.6303  -2.3806  -1.7838
H  -2.8677  -1.3071  1.6675
H  2.1453  0.6724  -3.4129
H  2.6414  -3.2111  -3.9947
H  3.2668  3.8314  2.2324
H  -1.5221  -3.1231  1.9904
H  1.8747  -1.7830  -1.5157
H  -1.6560  -0.1690  2.1056
H  0.9766  2.7822  1.9060
H  1.2993  0.8145  5.4396
H  -6.0610  -0.8746  -0.9089
H  -2.5211  1.8581  1.6998
H  2.6478  2.4659  3.0690
H  1.6220  1.0602  1.9121
H  -1.1821  -4.8504  0.4198
H  0.2843  5.1355  -0.3449
H  -0.3209  -1.9303  -2.2816
H  -1.5181  -1.3188  -3.4443
H  -3.0375  -2.0462  -1.2126
H  -2.6124  -5.7018  2.0280
H  3.9445  2.6105  -0.6595
H  5.6409  2.9419  0.6679
H  -3.9820  -3.3100  3.1323
H  3.7069  2.3001  -3.8372
H  3.7836  -3.4129  2.3325
H  -4.0023  2.9761  1.9536
H  1.3056  4.3305  -1.6098
H  -4.9030  1.1501  -0.7008
H  -1.3943  1.4120  0.7133
H  0.3844  0.1294  -4.5688
H  -3.0332  -6.2524  -0.4224
H  5.9201  1.2733  0.7844
H  4.4472  1.8594  -2.2734
H  -0.2442  -2.1089  1.4470
H  -1.1497  3.4561  1.7230
H  2.0503  -1.3737  5.0003
H  -1.4910  -3.6034  -0.5334

Values from the calculation:
Energy relative to the best compared isomer or geometry (same formula, charge and spin) in eV: 36.859
Electronic energy in Eh: -2795.03000
Gap between HOMO and LUMO in eV: 8.01
E_LUMO in eV: 0.5115
Net charge: 0

***

# 2
Here is a structure of composition C20H60MnNO13 from the Open Molecules 2025 dataset. Energies are from ωB97M-V/def2-TZVPD.

Element x y z (Å)
Mn  0.8450  -0.2234  2.6074
O  -3.5107  0.4487  -1.7742
O  0.9251  -0.3555  0.2847
O  1.0423  1.9018  1.9691
O  3.5894  3.3386  -1.2280
O  -3.4087  0.9066  2.2447
O  0.1592  -3.8408  0.5778
O  -0.6925  3.1539  0.2441
O  1.0075  -2.2840  2.5348
O  1.4937  -3.9234  -1.8473
O  -0.2960  0.5492  -6.6487
O  -0.9777  -0.3420  1.2233
O  -0.8563  -0.4770  -0.9513
O  2.8823  -0.0021  3.1062
N  -0.3283  -0.4241  0.1368
C  -2.0890  -3.7149  1.5151
C  2.6625  2.2452  -1.2382
C  -1.0712  0.9103  -5.4985
C  1.3587  -2.5889  -2.3520
C  1.1948  3.9049  3.3722
C  -1.8478  2.7233  -0.5161
C  0.8654  -4.1753  4.0874
C  -1.2419  -3.9140  0.2542
C  5.0192  0.5083  1.9720
C  1.7278  -3.0721  3.5341
C  2.9078  1.3174  -2.4247
C  -0.8601  -0.1282  -4.4417
C  -4.2840  -0.7221  -1.9462
C  2.0204  -2.4705  -3.7189
C  -4.2208  3.1215  2.4741
C  -1.5695  2.8151  -2.0130
C  1.9451  2.9327  2.4638
C  -3.0921  2.1826  2.8253
C  3.8769  -0.4828  2.1943
C  -4.4748  -1.4258  -0.6013
H  -1.4065  0.0331  -3.5137
H  -3.0815  -4.0982  1.2951
H  0.1934  -0.1327  -4.1508
H  3.1028  -2.4778  -3.5484
H  -2.6060  0.1887  -1.5528
H  -2.4193  2.5056  -2.6207
H  -1.4109  -4.9260  -0.1223
H  -0.6925  1.8686  -5.1162
H  -1.0551  -1.1491  -4.7798
H  -0.4810  1.1976  -7.3340
H  -4.8108  -0.6773  0.1172
H  2.7930  2.5048  2.9858
H  0.3094  -2.3245  -2.4750
H  2.9088  1.9785  -3.2940
H  0.5317  4.5949  2.8598
H  -2.6620  3.4064  -0.2662
H  2.7067  1.7273  -0.2796
H  3.1351  4.0955  -1.6042
H  -0.0834  -3.7654  4.4459
H  -5.2722  -0.4286  -2.2979
H  5.5768  0.6951  2.8906
H  -2.0302  -2.6820  1.8459
H  0.6535  3.3285  4.1232
H  1.6628  2.6837  -1.2911
H  2.6447  -3.4264  3.0619
H  1.9470  -2.3603  4.3314
H  -4.4564  3.1912  1.4102
H  -2.1059  1.0840  -5.8047
H  0.4913  2.3461  1.2845
H  -3.9569  4.1390  2.7914
H  3.4630  -0.7557  1.2234
H  2.0939  0.6084  -2.5884
H  1.9681  4.4730  3.8974
H  -2.1495  1.7279  -0.1917
H  -3.8446  -1.3985  -2.6849
H  2.3247  3.4324  1.5686
H  3.8439  0.7683  -2.3547
H  1.3148  -4.5332  5.0205
H  -0.6863  2.2661  -2.3392
H  1.7486  -3.2497  -4.4251
H  0.7149  -2.9083  1.8005
H  1.7939  -1.4943  -4.1481
H  -3.5145  -1.7937  -0.2303
H  1.8229  -1.9006  -1.6426
H  -5.1886  2.8941  2.9227
H  0.6642  -4.0088  -0.2510
H  -3.0067  2.1063  3.9143
H  -2.5743  0.4608  2.0466
H  -5.1595  -2.2727  -0.6456
H  4.3191  -1.4088  2.5816
H  -1.3972  3.8731  -2.2342
H  -0.8021  4.0909  0.4265
H  4.6484  1.4409  1.5472
H  -1.6668  -4.3857  2.2665
H  5.6841  0.0458  1.2423
H  0.6565  -5.0433  3.4690
H  2.4225  -4.1739  -1.8339
H  -1.4919  -3.2024  -0.5351
H  3.3170  0.2540  3.9298
H  -2.1468  2.5743  2.4351

Values from the calculation:
Energy relative to the best compared isomer or geometry (same formula, charge and spin) in eV: 0.000
Electronic energy in Eh: -2981.54603
Gap between HOMO and LUMO (alpha / beta) in eV: 8.41 / 7.92
Multiplicity: 6
E_LUMO (alpha / beta) in eV: -3.4098 / -3.8961
Expectation value of S²: 8.752
Net charge: +1